[1]
{
  "formula": "C20H54BN7O3P2",
  "method": "ωB97M-V/def2-TZVPD",
  "species": ["C", "C", "C", "C", "C", "B", "N", "C", "C", "C", "O", "H", "H", "H", "H", "H", "H", "H", "H", "H", "H", "H", "H", "H", "H", "H", "H", "H", "H", "C", "N", "C", "P", "O", "N", "C", "C", "N", "C", "C", "H", "H", "H", "H", "H", "H", "H", "H", "H", "H", "H", "H", "H", "H", "H", "H", "H", "H", "C", "N", "C", "P", "O", "N", "C", "C", "N", "C", "C", "H", "H", "H", "H", "H", "H", "H", "H", "H", "H", "H", "H", "H", "H", "H", "H", "H", "H"],
  "coordinates": [[7.221, 1.697, 2.247], [7.504, 2.860, 1.085], [6.118, 3.554, 0.552], [5.231, 2.585, -0.470], [4.678, 3.474, -1.761], [3.977, 1.876, 0.390], [2.558, 2.413, 0.396], [1.538, 1.392, -0.059], [2.183, 3.080, 1.701], [1.411, 4.555, 1.583], [2.421, 2.621, 2.932], [6.813, 2.190, 3.253], [6.416, 0.897, 1.879], [8.258, 1.156, 2.422], [8.121, 3.715, 1.638], [8.217, 2.464, 0.230], [6.410, 4.564, -0.008], [5.459, 3.899, 1.483], [5.998, 1.786, -0.886], [5.194, 4.538, -1.823], [3.513, 3.685, -1.710], [4.842, 2.820, -2.730], [4.312, 0.928, 1.041], [2.140, 0.483, -0.527], [0.930, 1.893, -0.949], [0.761, 1.071, 0.756], [0.500, 4.658, 2.311], [0.976, 4.609, 0.473], [2.171, 5.458, 1.670], [-5.281, -0.367, 2.727], [-4.200, -0.271, 1.777], [-4.626, -0.819, 0.485], [-2.503, -0.244, 2.012], [-2.369, 0.950, 1.035], [-2.086, 0.809, 3.365], [-3.052, 1.396, 4.294], [-1.211, 1.953, 2.992], [-2.656, -1.617, 3.134], [-2.982, -2.904, 2.521], [-2.878, -1.656, 4.566], [-5.410, -1.373, 3.133], [-6.241, -0.077, 2.286], [-5.169, 0.329, 3.564], [-4.388, -1.887, 0.402], [-4.117, -0.316, -0.334], [-5.700, -0.710, 0.303], [-3.732, 2.081, 3.784], [-2.536, 1.963, 5.083], [-3.640, 0.672, 4.849], [-1.792, 2.754, 2.510], [-0.409, 1.651, 2.314], [-0.728, 2.394, 3.874], [-4.061, -3.014, 2.367], [-2.658, -3.754, 3.131], [-2.482, -3.007, 1.554], [-3.892, -1.361, 4.844], [-2.145, -1.053, 5.111], [-2.751, -2.667, 4.974], [-1.770, -0.633, -3.065], [-1.249, -1.711, -2.261], [-0.664, -1.171, -1.028], [-0.660, -3.257, -2.707], [-1.488, -3.918, -1.578], [-1.713, -3.990, -3.918], [-2.802, -3.296, -4.607], [-2.329, -5.274, -3.484], [0.293, -2.497, -4.004], [1.447, -1.711, -3.567], [-0.042, -2.201, -5.383], [-0.997, -0.085, -3.606], [-2.317, 0.100, -2.462], [-2.519, -0.972, -3.788], [0.405, -0.958, -1.148], [-0.758, -1.884, -0.212], [-1.144, -0.246, -0.693], [-3.581, -2.982, -3.910], [-3.267, -3.954, -5.356], [-2.489, -2.435, -5.189], [-3.180, -5.095, -2.809], [-1.611, -5.920, -2.973], [-2.712, -5.845, -4.339], [1.157, -0.690, -3.294], [2.216, -1.628, -4.342], [1.925, -2.178, -2.703], [-0.756, -1.380, -5.476], [-0.407, -3.084, -5.915], [0.836, -1.883, -5.960]],
  "molar_mass_g_mol": 513.46,
  "gap_ev": 6.448,
  "homo_ev": -7.816,
  "smiles": "CCC[C@H](C)BN(C)C(C)=O.CN(C)P(=O)(N(C)C)N(C)C.CN(C)P(=O)(N(C)C)N(C)C"
}

=====

[2]
{
  "formula": "C90H210O45",
  "method": "ωB97M-V/def2-TZVPD",
  "species": ["C", "O", "C", "C", "O", "C", "C", "O", "C", "H", "H", "H", "H", "H", "H", "H", "H", "H", "H", "H", "H", "H", "H", "C", "O", "C", "C", "O", "C", "C", "O", "C", "H", "H", "H", "H", "H", "H", "H", "H", "H", "H", "H", "H", "H", "H", "C", "O", "C", "C", "O", "C", "C", "O", "C", "H", "H", "H", "H", "H", "H", "H", "H", "H", "H", "H", "H", "H", "H", "C", "O", "C", "C", "O", "C", "C", "O", "C", "H", "H", "H", "H", "H", "H", "H", "H", "H", "H", "H", "H", "H", "H", "C", "O", "C", "C", "O", "C", "C", "O", "C", "H", "H", "H", "H", "H", "H", "H", "H", "H", "H", "H", "H", "H", "H", "C", "O", "C", "C", "O", "C", "C", "O", "C", "H", "H", "H", "H", "H", "H", "H", "H", "H", "H", "H", "H", "H", "H", "C", "O", "C", "C", "O", "C", "C", "O", "C", "H", "H", "H", "H", "H", "H", "H", "H", "H", "H", "H", "H", "H", "H", "C", "O", "C", "C", "O", "C", "C", "O", "C", "H", "H", "H", "H", "H", "H", "H", "H", "H", "H", "H", "H", "H", "H", "C", "O", "C", "C", "O", "C", "C", "O", "C", "H", "H", "H", "H", "H", "H", "H", "H", "H", "H", "H", "H", "H", "H", "C", "O", "C", "C", "O", "C", "C", "O", "C", "H", "H", "H", "H", "H", "H", "H", "H", "H", "H", "H", "H", "H", "H", "C", "O", "C", "C", "O", "C", "C", "O", "C", "H", "H", "H", "H", "H", "H", "H", "H", "H", "H", "H", "H", "H", "H", "C", "O", "C", "C", "O", "C", "C", "O", "C", "H", "H", "H", "H", "H", "H", "H", "H", "H", "H", "H", "H", "H", "H", "C", "O", "C", "C", "O", "C", "C", "O", "C", "H", "H", "H", "H", "H", "H", "H", "H", "H", "H", "H", "H", "H", "H", "C", "O", "C", "C", "O", "C", "C", "O", "C", "H", "H", "H", "H", "H", "H", "H", "H", "H", "H", "H", "H", "H", "H", "C", "O", "C", "C", "O", "C", "C", "O", "C", "H", "H", "H", "H", "H", "H", "H", "H", "H", "H", "H", "H", "H", "H"],
  "coordinates": [[0.166, 1.260, -4.117], [1.233, 1.489, -5.015], [1.130, 2.772, -5.669], [-0.009, 2.811, -6.665], [0.333, 2.067, -7.800], [-0.231, 0.778, -7.905], [0.738, -0.345, -7.464], [1.761, -0.500, -8.418], [2.986, 0.164, -8.044], [0.466, 0.317, -3.623], [-0.796, 1.190, -4.655], [0.063, 2.097, -3.382], [2.069, 2.971, -6.260], [0.951, 3.586, -5.034], [-0.051, 3.815, -6.989], [-0.912, 2.503, -6.154], [-0.482, 0.644, -8.955], [-1.143, 0.708, -7.345], [0.114, -1.267, -7.358], [1.122, -0.236, -6.438], [2.778, 1.154, -7.616], [3.693, 0.248, -8.877], [3.485, -0.412, -7.266], [0.751, -2.686, 2.107], [0.713, -3.984, 1.524], [2.010, -4.556, 1.601], [2.033, -5.847, 0.780], [3.041, -6.607, 1.348], [3.513, -7.775, 0.736], [2.824, -9.010, 1.082], [1.483, -9.042, 0.556], [0.715, -10.202, 0.851], [1.358, -1.959, 1.536], [1.141, -2.721, 3.118], [-0.245, -2.270, 2.100], [2.335, -4.822, 2.607], [2.745, -3.841, 1.175], [2.202, -5.618, -0.261], [1.131, -6.481, 0.740], [4.518, -7.961, 1.017], [3.585, -7.795, -0.311], [2.756, -9.044, 2.183], [3.414, -9.905, 0.790], [-0.261, -10.171, 0.273], [0.446, -10.191, 1.961], [1.329, -11.094, 0.600], [-1.454, -1.727, 4.966], [-1.210, -0.981, 3.772], [-2.435, -0.754, 3.158], [-3.003, 0.638, 3.443], [-3.432, 0.609, 4.801], [-3.966, 1.768, 5.368], [-4.160, 1.414, 6.816], [-2.919, 1.253, 7.445], [-3.034, 0.846, 8.769], [-1.970, -1.143, 5.728], [-0.404, -1.974, 5.337], [-2.051, -2.605, 4.802], [-3.124, -1.487, 3.613], [-2.350, -0.788, 2.129], [-3.896, 0.830, 2.798], [-2.199, 1.317, 3.300], [-4.813, 2.238, 4.834], [-3.148, 2.485, 5.518], [-4.838, 0.481, 6.910], [-4.476, 2.341, 7.379], [-2.127, 0.493, 9.147], [-3.794, 0.066, 8.768], [-3.330, 1.697, 9.380], [-0.479, -6.674, 3.452], [-1.874, -6.598, 3.011], [-1.991, -5.328, 2.351], [-3.394, -5.170, 1.814], [-3.542, -3.851, 1.391], [-4.884, -3.518, 1.127], [-5.411, -4.023, -0.203], [-4.698, -3.424, -1.242], [-4.941, -4.100, -2.481], [-0.136, -7.663, 3.534], [-0.489, -6.284, 4.511], [0.193, -6.078, 2.839], [-1.218, -5.150, 1.566], [-1.673, -4.537, 3.066], [-4.202, -5.434, 2.479], [-3.421, -5.946, 0.914], [-4.886, -2.421, 1.077], [-5.611, -3.875, 1.953], [-6.449, -3.600, -0.141], [-5.332, -5.070, -0.382], [-4.371, -3.590, -3.251], [-6.004, -4.036, -2.676], [-4.657, -5.177, -2.408], [4.430, -7.641, -6.136], [3.611, -6.583, -5.690], [3.500, -6.407, -4.326], [2.061, -6.548, -3.815], [1.750, -7.969, -3.751], [0.381, -8.306, -3.588], [-0.103, -8.400, -2.219], [-0.308, -7.064, -1.730], [-1.130, -7.054, -0.598], [5.482, -7.494, -5.958], [4.366, -7.629, -7.248], [4.064, -8.579, -5.591], [3.798, -5.389, -4.017], [4.089, -7.134, -3.776], [1.339, -5.988, -4.363], [2.090, -6.265, -2.766], [0.183, -9.209, -4.111], [-0.266, -7.434, -3.997], [0.558, -9.015, -1.604], [-1.094, -8.869, -2.381], [-0.864, -7.823, 0.101], [-2.200, -7.120, -0.907], [-1.049, -6.024, -0.228], [1.552, -2.217, -4.132], [2.563, -2.205, -3.086], [2.149, -1.835, -1.727], [3.372, -1.553, -0.865], [4.102, -2.691, -0.489], [4.895, -3.235, -1.499], [5.403, -4.559, -1.143], [6.584, -4.491, -0.283], [6.652, -5.228, 0.886], [1.879, -1.482, -4.872], [0.592, -1.937, -3.642], [1.428, -3.212, -4.541], [1.478, -2.615, -1.292], [1.587, -0.921, -1.801], [3.146, -1.011, 0.046], [3.972, -0.732, -1.340], [5.731, -2.498, -1.754], [4.368, -3.340, -2.445], [5.840, -5.116, -2.023], [4.668, -5.241, -0.717], [7.713, -5.263, 1.139], [6.259, -6.269, 0.860], [6.154, -4.766, 1.726], [2.537, 1.042, 2.087], [1.449, 1.067, 1.191], [0.157, 1.226, 1.717], [-0.874, 1.090, 0.568], [-1.009, -0.230, 0.031], [-1.860, -0.221, -1.062], [-2.305, -1.667, -1.380], [-1.229, -2.348, -1.968], [-1.521, -3.710, -2.078], [2.586, 1.996, 2.712], [3.452, 0.821, 1.530], [2.297, 0.326, 2.888], [0.086, 2.259, 2.128], [-0.048, 0.490, 2.502], [-0.647, 1.871, -0.179], [-1.837, 1.516, 0.797], [-1.370, 0.379, -1.801], [-2.818, 0.409, -0.897], [-3.173, -1.738, -2.066], [-2.501, -2.222, -0.393], [-1.741, -4.093, -1.069], [-0.644, -4.146, -2.583], [-2.242, -3.925, -2.803], [5.929, 1.564, 0.257], [5.511, 2.119, 1.500], [6.558, 2.174, 2.513], [5.770, 2.274, 3.836], [5.250, 3.571, 3.912], [6.144, 4.568, 4.254], [5.454, 5.811, 4.766], [4.985, 5.715, 6.034], [4.214, 6.801, 6.483], [6.624, 0.740, 0.346], [6.341, 2.378, -0.318], [5.057, 1.221, -0.268], [7.207, 3.009, 2.403], [7.189, 1.267, 2.489], [6.503, 2.112, 4.630], [4.950, 1.518, 3.884], [6.710, 4.916, 3.368], [6.880, 4.260, 5.012], [4.628, 6.127, 4.085], [6.181, 6.644, 4.754], [3.744, 6.556, 7.473], [3.305, 6.944, 5.808], [4.820, 7.767, 6.532], [-4.807, 0.269, -3.780], [-5.301, 1.408, -3.185], [-6.707, 1.278, -2.922], [-7.195, 2.493, -2.129], [-7.535, 3.566, -2.975], [-6.496, 4.335, -3.393], [-6.857, 5.776, -3.795], [-7.307, 6.547, -2.730], [-8.416, 7.404, -3.098], [-3.806, 0.444, -4.186], [-5.490, -0.049, -4.638], [-4.662, -0.548, -3.017], [-6.908, 0.359, -2.420], [-7.273, 1.279, -3.837], [-6.426, 2.880, -1.435], [-8.028, 2.133, -1.581], [-6.168, 3.864, -4.368], [-5.686, 4.397, -2.688], [-7.589, 5.781, -4.607], [-5.889, 6.176, -4.167], [-7.977, 8.182, -3.746], [-8.705, 7.842, -2.108], [-9.325, 6.936, -3.545], [-0.202, 3.412, 5.669], [0.403, 4.022, 4.489], [1.834, 3.967, 4.551], [2.370, 4.479, 3.227], [2.209, 5.876, 3.358], [2.707, 6.500, 2.180], [2.888, 7.987, 2.430], [1.739, 8.792, 2.294], [0.863, 8.747, 3.455], [-0.364, 2.355, 5.394], [-1.169, 3.832, 5.822], [0.413, 3.580, 6.557], [2.178, 2.939, 4.716], [2.187, 4.580, 5.361], [1.806, 3.991, 2.402], [3.410, 4.180, 3.072], [1.992, 6.328, 1.342], [3.667, 6.095, 1.878], [3.621, 8.442, 1.729], [3.234, 8.032, 3.437], [0.528, 7.780, 3.494], [0.044, 9.509, 3.262], [1.327, 9.001, 4.404], [0.870, -9.572, -6.811], [-0.352, -9.104, -6.396], [-1.100, -8.674, -7.506], [-2.464, -8.183, -7.091], [-2.384, -7.214, -6.073], [-1.910, -5.959, -6.528], [-1.653, -4.994, -5.398], [-2.895, -4.411, -4.959], [-3.556, -3.459, -5.856], [1.314, -10.031, -5.905], [1.558, -8.870, -7.322], [0.736, -10.441, -7.448], [-1.182, -9.490, -8.217], [-0.656, -7.817, -8.056], [-3.107, -8.983, -6.669], [-3.006, -7.774, -7.981], [-2.578, -5.548, -7.268], [-0.975, -6.103, -7.070], [-1.057, -4.167, -5.821], [-1.079, -5.419, -4.561], [-4.304, -4.083, -6.379], [-2.867, -3.018, -6.629], [-4.042, -2.660, -5.328], [-5.795, 3.776, 2.779], [-4.670, 4.274, 3.525], [-4.674, 5.695, 3.406], [-3.408, 6.287, 4.059], [-3.275, 5.708, 5.374], [-2.247, 6.348, 6.111], [-2.003, 5.746, 7.490], [-2.821, 6.358, 8.484], [-4.157, 5.936, 8.381], [-6.700, 3.692, 3.419], [-5.672, 2.859, 2.277], [-5.983, 4.501, 1.974], [-5.634, 6.096, 3.777], [-4.714, 5.998, 2.324], [-3.630, 7.375, 4.019], [-2.563, 6.038, 3.488], [-2.450, 7.413, 6.295], [-1.314, 6.245, 5.536], [-1.018, 5.900, 7.743], [-2.188, 4.693, 7.560], [-4.689, 6.352, 9.286], [-4.279, 4.871, 8.387], [-4.665, 6.315, 7.454], [3.019, 3.525, -0.762], [2.933, 4.837, -1.266], [2.129, 4.893, -2.412], [2.276, 6.236, -3.113], [1.038, 6.944, -3.076], [0.714, 7.456, -1.756], [-0.593, 8.196, -1.684], [-1.728, 7.428, -2.051], [-2.968, 8.095, -1.907], [2.057, 3.088, -0.416], [3.525, 3.598, 0.188], [3.569, 2.745, -1.374], [1.057, 4.842, -2.221], [2.355, 4.052, -3.054], [2.494, 6.042, -4.131], [3.049, 6.834, -2.580], [1.461, 8.109, -1.383], [0.680, 6.574, -1.141], [-0.539, 9.133, -2.278], [-0.792, 8.589, -0.655], [-2.982, 8.810, -1.086], [-3.725, 7.333, -1.759], [-3.278, 8.605, -2.842], [2.891, -2.362, 7.290], [3.909, -2.796, 6.402], [3.391, -3.368, 5.270], [4.532, -4.120, 4.492], [5.439, -3.189, 3.949], [4.924, -2.241, 3.046], [5.897, -1.868, 2.000], [6.883, -0.994, 2.494], [8.040, -1.632, 2.960], [2.454, -3.288, 7.664], [2.161, -1.656, 6.884], [3.342, -1.825, 8.105], [2.912, -2.605, 4.639], [2.640, -4.180, 5.476], [3.971, -4.541, 3.593], [5.102, -4.874, 5.056], [4.718, -1.353, 3.650], [3.965, -2.654, 2.656], [5.279, -1.232, 1.303], [6.343, -2.733, 1.471], [8.564, -2.038, 2.049], [7.789, -2.476, 3.629], [8.665, -0.950, 3.471], [-2.708, 6.146, -4.768], [-3.154, 5.227, -3.805], [-2.217, 4.141, -3.587], [-2.736, 3.177, -2.560], [-2.181, 3.308, -1.266], [-2.421, 4.561, -0.658], [-1.400, 4.707, 0.436], [-1.860, 5.762, 1.313], [-0.843, 6.576, 1.845], [-2.399, 5.818, -5.808], [-1.912, 6.782, -4.506], [-3.541, 6.765, -4.967], [-1.228, 4.667, -3.457], [-2.092, 3.605, -4.551], [-2.451, 2.172, -2.890], [-3.825, 3.204, -2.552], [-3.422, 4.529, -0.192], [-2.470, 5.378, -1.418], [-0.378, 4.958, 0.142], [-1.388, 3.775, 0.936], [-1.337, 7.412, 2.318], [-0.134, 7.024, 1.080], [-0.228, 6.051, 2.592]],
  "relative_energy_kj_mol": 43.9,
  "molar_mass_g_mol": 2012.62,
  "gap_ev": 9.436,
  "homo_ev": -9.013
}